{
  "formula": "C37H94BrN6O6",
  "method": "ωB97M-V/def2-TZVPD",
  "symbols": ["C", "C", "C", "C", "C", "C", "N", "O", "C", "C", "C", "H", "H", "H", "H", "H", "H", "H", "H", "H", "H", "H", "H", "H", "H", "H", "H", "H", "H", "C", "C", "N", "C", "C", "C", "C", "C", "O", "C", "H", "H", "H", "H", "H", "H", "H", "H", "H", "H", "H", "H", "H", "H", "H", "H", "H", "H", "H", "H", "C", "N", "C", "C", "C", "C", "O", "H", "H", "H", "H", "H", "H", "H", "H", "H", "H", "H", "H", "H", "H", "C", "N", "C", "C", "C", "C", "O", "H", "H", "H", "H", "H", "H", "H", "H", "H", "H", "H", "H", "H", "H", "C", "N", "C", "C", "C", "C", "O", "H", "H", "H", "H", "H", "H", "H", "H", "H", "H", "H", "H", "H", "H", "C", "N", "C", "C", "C", "C", "O", "H", "H", "H", "H", "H", "H", "H", "H", "H", "H", "H", "H", "H", "H", "Br"],
  "positions_angstrom": [[-22.02, -13.04, -17.63], [-22.93, -11.92, -18.03], [-23.59, -11.43, -16.72], [-24.16, -10.02, -16.75], [-23.10, -9.02, -17.11], [-22.33, -9.32, -18.50], [-21.99, -10.78, -18.46], [-21.05, -11.11, -19.24], [-21.12, -8.46, -18.48], [-23.34, -9.02, -19.56], [-23.84, -12.30, -19.25], [-21.28, -12.82, -16.86], [-21.44, -13.40, -18.48], [-22.54, -13.90, -17.19], [-22.86, -11.50, -15.91], [-24.32, -12.15, -16.36], [-24.59, -9.85, -15.77], [-25.05, -10.09, -17.38], [-22.41, -8.84, -16.29], [-23.57, -8.04, -17.19], [-21.20, -7.39, -18.25], [-20.51, -8.52, -19.39], [-20.38, -8.74, -17.73], [-24.30, -9.53, -19.52], [-23.00, -9.42, -20.52], [-23.55, -7.96, -19.75], [-23.60, -11.85, -20.22], [-24.88, -12.03, -19.12], [-23.79, -13.36, -19.51], [-13.03, -6.47, -29.05], [-13.66, -7.75, -28.54], [-14.98, -7.65, -27.77], [-14.80, -6.74, -26.58], [-16.13, -7.10, -28.73], [-16.32, -8.10, -29.89], [-15.36, -9.13, -27.33], [-14.62, -9.82, -26.17], [-13.21, -9.79, -26.27], [-12.53, -10.16, -25.12], [-13.67, -5.95, -29.77], [-12.06, -6.69, -29.50], [-12.78, -5.68, -28.33], [-13.00, -8.24, -27.83], [-13.80, -8.35, -29.43], [-15.84, -6.59, -26.28], [-14.42, -5.75, -26.84], [-14.07, -7.26, -25.96], [-15.82, -6.12, -29.08], [-17.09, -7.01, -28.21], [-16.75, -9.06, -29.62], [-15.44, -8.19, -30.52], [-17.00, -7.70, -30.65], [-15.17, -9.73, -28.21], [-16.41, -8.95, -27.09], [-14.87, -10.88, -26.29], [-14.94, -9.43, -25.20], [-12.44, -9.35, -24.40], [-11.56, -10.60, -25.33], [-13.08, -10.97, -24.63], [-15.72, -11.67, -22.66], [-17.17, -12.22, -22.52], [-17.06, -13.57, -21.79], [-18.06, -11.38, -21.62], [-17.70, -12.56, -23.87], [-17.54, -11.61, -25.12], [-17.64, -10.27, -24.83], [-15.20, -11.94, -21.74], [-15.90, -10.60, -22.69], [-15.17, -12.05, -23.52], [-18.12, -13.81, -21.77], [-16.76, -13.41, -20.75], [-16.46, -14.31, -22.31], [-19.02, -11.90, -21.60], [-18.18, -10.49, -22.24], [-17.61, -11.18, -20.65], [-18.79, -12.53, -23.76], [-17.69, -13.61, -24.15], [-18.23, -11.97, -25.89], [-16.55, -11.69, -25.57], [-18.57, -10.10, -24.59], [-15.33, -14.41, -26.34], [-14.07, -15.27, -26.53], [-13.57, -15.12, -28.00], [-12.91, -14.70, -25.70], [-14.40, -16.75, -26.36], [-13.26, -17.74, -26.55], [-12.35, -17.65, -25.46], [-16.09, -14.64, -27.10], [-15.02, -13.38, -26.51], [-15.64, -14.35, -25.30], [-14.27, -15.72, -28.58], [-12.60, -15.59, -28.11], [-13.60, -14.06, -28.26], [-12.65, -13.70, -26.04], [-12.06, -15.34, -25.91], [-13.25, -14.90, -24.68], [-15.21, -17.01, -27.05], [-14.80, -16.71, -25.35], [-12.79, -17.89, -27.53], [-13.63, -18.77, -26.58], [-12.26, -18.56, -25.18], [-20.00, -18.38, -20.84], [-20.30, -16.95, -20.45], [-21.14, -16.88, -19.20], [-18.99, -16.24, -20.22], [-21.10, -16.39, -21.67], [-22.12, -15.25, -21.49], [-21.49, -14.01, -21.08], [-20.85, -19.04, -20.65], [-19.33, -18.88, -20.14], [-19.52, -18.36, -21.81], [-21.12, -15.88, -18.78], [-20.66, -17.60, -18.54], [-22.19, -17.15, -19.35], [-18.43, -16.36, -21.15], [-18.50, -16.54, -19.30], [-19.17, -15.16, -20.23], [-21.53, -17.23, -22.21], [-20.32, -16.09, -22.36], [-22.94, -15.63, -20.88], [-22.55, -15.21, -22.49], [-21.97, -13.34, -21.58], [-15.19, -7.27, -21.15], [-15.95, -5.98, -20.99], [-17.10, -6.20, -19.99], [-15.12, -4.87, -20.35], [-16.65, -5.40, -22.26], [-17.29, -6.42, -23.21], [-18.19, -7.26, -22.53], [-14.76, -7.58, -20.20], [-14.35, -6.97, -21.78], [-15.91, -7.99, -21.54], [-16.72, -6.53, -19.02], [-17.62, -7.11, -20.31], [-17.57, -5.26, -19.72], [-14.87, -5.34, -19.40], [-15.60, -3.91, -20.13], [-14.23, -4.82, -20.97], [-15.80, -5.09, -22.87], [-17.25, -4.54, -21.96], [-16.49, -7.00, -23.67], [-17.81, -5.86, -24.00], [-18.86, -7.71, -23.08], [-20.66, -9.22, -23.94]],
  "total_charge": 5,
  "lumo_ev": -12.75,
  "de_lowest_ev": 0.000
}

=====

{
  "formula": "C4H12",
  "method": "ωB97M-V/def2-TZVPD",
  "symbols": ["C", "C", "H", "H", "H", "H", "H", "H", "C", "C", "H", "H", "H", "H", "H", "H"],
  "positions_angstrom": [[-2.44, 1.38, -0.35], [-1.27, 0.90, 0.50], [-2.54, 2.46, -0.44], [-2.34, 1.09, -1.39], [-3.41, 0.95, -0.08], [-0.33, 1.42, 0.30], [-1.61, 1.22, 1.49], [-1.09, -0.16, 0.63], [1.26, -1.60, -0.24], [2.48, -0.71, 0.01], [1.25, -2.35, 0.56], [0.35, -1.08, 0.04], [1.26, -1.99, -1.25], [2.53, -0.45, 1.06], [3.40, -1.25, -0.23], [2.50, 0.17, -0.62]],
  "lumo_ev": 1.14,
  "de_lowest_ev": 0.450
}

=====

{
  "formula": "C29H48Cl2IrNP",
  "method": "ωB97M-V/def2-TZVPD",
  "symbols": ["P", "C", "C", "C", "C", "C", "C", "C", "C", "C", "C", "C", "C", "C", "C", "C", "C", "C", "C", "H", "H", "H", "H", "H", "H", "H", "H", "H", "H", "H", "H", "H", "H", "H", "H", "H", "H", "H", "H", "H", "H", "H", "H", "H", "H", "H", "H", "H", "H", "H", "H", "H", "Ir", "Cl", "Cl", "C", "H", "C", "C", "C", "C", "C", "C", "H", "H", "H", "H", "H", "C", "C", "C", "C", "N", "H", "H", "H", "H", "H", "H", "H", "H", "H"],
  "positions_angstrom": [[5.07, 2.38, 1.43], [6.43, 3.30, 0.40], [7.60, 3.97, 1.14], [8.46, 4.83, 0.19], [8.88, 4.10, -1.09], [7.77, 3.26, -1.73], [7.00, 2.41, -0.71], [6.09, 0.93, 2.12], [7.53, 1.23, 2.54], [8.17, 0.03, 3.25], [8.07, -1.27, 2.43], [6.69, -1.50, 1.79], [6.10, -0.25, 1.13], [5.15, 3.46, 2.94], [4.70, 4.88, 2.57], [4.75, 5.80, 3.79], [4.04, 5.22, 5.02], [4.47, 3.78, 5.34], [4.41, 2.84, 4.13], [5.85, 4.11, -0.09], [8.25, 3.20, 1.57], [7.27, 4.59, 1.98], [9.34, 5.16, 0.74], [7.91, 5.74, -0.06], [9.25, 4.84, -1.81], [9.75, 3.45, -0.87], [7.07, 3.92, -2.26], [8.20, 2.61, -2.49], [6.20, 1.85, -1.21], [7.71, 1.68, -0.27], [5.53, 0.60, 3.01], [7.70, -0.10, 4.23], [7.60, 2.11, 3.20], [8.12, 1.43, 1.64], [9.22, 0.27, 3.45], [8.34, -2.11, 3.08], [8.83, -1.25, 1.64], [6.77, -2.31, 1.06], [6.00, -1.86, 2.57], [5.08, -0.46, 0.79], [6.70, 0.00, 0.25], [6.19, 3.53, 3.29], [5.36, 5.30, 1.79], [3.69, 4.83, 2.13], [5.80, 6.00, 4.04], [4.30, 6.76, 3.52], [2.95, 5.26, 4.87], [4.25, 5.87, 5.88], [3.83, 3.39, 6.14], [5.50, 3.80, 5.72], [4.89, 1.89, 4.43], [3.37, 2.60, 3.84], [0.21, 0.29, 0.04], [-0.08, -1.61, 1.41], [1.64, 1.80, 0.99], [0.73, -0.79, -1.47], [0.06, -0.81, -2.37], [4.40, -2.91, -1.83], [3.64, -2.64, -2.98], [2.41, -1.99, -2.87], [1.96, -1.53, -1.60], [2.77, -1.79, -0.45], [3.95, -2.50, -0.57], [5.36, -3.44, -1.92], [3.99, -2.95, -3.96], [1.77, -1.81, -3.73], [2.41, -1.43, 0.52], [4.52, -2.76, 0.33], [-3.69, 0.38, -1.23], [-2.79, -0.65, -0.60], [-3.43, -1.14, 0.68], [-2.65, -1.80, -1.57], [-1.53, 0.09, -0.34], [-4.68, -0.03, -1.45], [-3.22, 0.71, -2.16], [-3.78, 1.21, -0.53], [-4.40, -1.58, 0.44], [-2.83, -1.91, 1.18], [-3.61, -0.30, 1.36], [-2.28, -1.47, -2.54], [-2.03, -2.62, -1.19], [-3.65, -2.21, -1.74]],
  "total_charge": -2,
  "lumo_ev": [4.15, 4.11],
  "multiplicity": 6,
  "de_lowest_ev": 0.000
}

=====

{
  "formula": "C16H24N3O6",
  "method": "ωB97M-V/def2-TZVPD",
  "symbols": ["C", "C", "O", "C", "O", "N", "C", "C", "N", "C", "C", "O", "C", "O", "C", "C", "C", "C", "C", "C", "N", "O", "O", "C", "C", "H", "H", "H", "H", "H", "H", "H", "H", "H", "H", "H", "H", "H", "H", "H", "H", "H", "H", "H", "H", "H", "H", "H", "H"],
  "positions_angstrom": [[3.66, 0.35, 2.90], [3.83, 0.12, 1.41], [2.95, 0.99, 0.67], [2.16, 0.45, -0.25], [2.02, -0.74, -0.47], [1.50, 1.41, -0.97], [1.29, 2.75, -0.50], [-0.11, 2.84, 0.14], [-1.00, 1.82, -0.47], [-2.42, 2.04, -0.12], [-3.35, 0.87, -0.48], [-3.55, 0.87, -1.87], [-2.85, -0.50, 0.04], [-1.63, -0.81, -0.63], [-1.07, -2.04, -0.34], [-1.38, -3.12, -1.15], [-0.78, -4.35, -0.94], [0.14, -4.52, 0.09], [0.45, -3.45, 0.90], [-0.15, -2.21, 0.70], [0.23, -1.15, 1.58], [-0.20, -0.02, 1.36], [0.94, -1.40, 2.52], [-0.73, 1.70, -1.91], [0.64, 1.02, -2.07], [3.81, 1.40, 3.13], [2.68, 0.05, 3.23], [4.40, -0.23, 3.43], [3.60, -0.92, 1.14], [4.84, 0.36, 1.08], [1.38, 3.44, -1.34], [2.05, 3.00, 0.23], [-0.06, 2.63, 1.21], [-0.54, 3.83, -0.01], [-0.73, 0.90, -0.04], [-2.48, 2.22, 0.95], [-2.78, 2.92, -0.66], [-4.30, 1.07, 0.04], [-4.25, 0.26, -2.11], [-3.60, -1.27, -0.18], [-2.70, -0.44, 1.12], [-2.08, -2.98, -1.95], [-1.03, -5.18, -1.58], [0.61, -5.48, 0.25], [1.17, -3.55, 1.70], [-1.51, 1.11, -2.38], [-0.74, 2.70, -2.35], [1.09, 1.31, -3.02], [0.54, -0.06, -2.05]],
  "total_charge": 1,
  "lumo_ev": -3.69
}

=====

{
  "formula": "C8H18N3OS",
  "method": "ωB97M-V/def2-TZVPD",
  "symbols": ["C", "C", "C", "O", "C", "N", "S", "N", "C", "C", "C", "C", "N", "H", "H", "H", "H", "H", "H", "H", "H", "H", "H", "H", "H", "H", "H", "H", "H", "H", "H"],
  "positions_angstrom": [[-0.56, 4.18, 1.55], [-0.25, 2.63, 1.63], [-0.96, 1.78, 2.63], [-0.69, 2.04, 0.38], [-0.03, 1.00, -0.05], [1.05, 0.48, 0.53], [2.12, -0.67, -0.29], [1.01, -1.37, -1.39], [0.30, -2.50, -0.81], [1.31, -3.67, -0.51], [-0.82, -3.05, -1.77], [0.41, -0.30, -2.13], [-0.35, 0.59, -1.29], [-0.47, 4.64, 2.54], [0.18, 4.74, 0.90], [-1.57, 4.24, 1.19], [0.89, 2.59, 1.55], [-0.69, 2.10, 3.77], [-0.53, 0.84, 2.41], [-2.10, 1.85, 2.55], [1.32, 0.75, 1.41], [-0.27, -2.36, 0.15], [1.42, -4.22, -1.40], [2.39, -3.26, -0.28], [0.80, -4.40, 0.19], [-1.26, -2.12, -2.16], [-1.67, -3.64, -1.34], [-0.45, -3.61, -2.70], [-0.39, -0.64, -2.85], [1.07, 0.33, -2.66], [-1.20, 1.00, -1.75]],
  "total_charge": 1,
  "lumo_ev": -2.94,
  "de_lowest_ev": 0.000
}

=====

{
  "formula": "C3H11NOS2",
  "method": "ωB97M-V/def2-TZVPD",
  "symbols": ["C", "C", "N", "C", "S", "S", "H", "H", "H", "H", "H", "H", "H", "H", "H", "O", "H", "H"],
  "positions_angstrom": [[0.63, 1.19, 1.86], [0.74, 0.00, 0.90], [1.87, -0.92, 1.11], [-0.52, -0.83, 0.60], [-1.94, 0.19, 0.15], [-1.47, 0.88, -1.68], [0.40, 0.75, 2.83], [1.60, 1.66, 1.67], [-0.09, 1.96, 1.59], [0.94, 0.34, -0.13], [2.75, -0.39, 1.13], [1.97, -0.96, 2.14], [-0.25, -1.54, -0.18], [-0.84, -1.48, 1.42], [-0.49, 1.68, -1.24], [2.94, -1.53, -1.43], [2.04, -1.46, -1.25], [3.40, -1.32, -0.63]],
  "lumo_ev": 0.55,
  "de_lowest_ev": 0.808
}

=====

Number 1: electronic energy -131105.97485 eV. Number 2: electronic energy -4342.07842 eV. Number 3: electronic energy -69511.98297 eV. Number 4: electronic energy -33728.47067 eV. Number 5: electronic energy -25932.68660 eV. Number 6: electronic energy -28496.78870 eV.